--- P ---
{"formula": "C3H5N5", "method": "wB97M-V/def2-TZVPD", "gap_ev": 8.107, "e_homo_ev": -8.5, "smiles": "[H]/N=C/n1[nH]nc/c1=N\\[H]", "elements": ["H", "N", "C", "N", "N", "N", "C", "C", "N", "H", "H", "H", "H"], "positions_angstrom": [[-2.21487, -0.61158, -2.44232], [-2.15761, -0.32006, -1.47246], [-0.74908, -0.29190, -1.39718], [-0.12555, 0.06137, -0.27150], [-0.89898, 0.73784, 0.47210], [-0.47316, 0.95026, 1.76911], [0.81688, 0.56173, 1.66926], [1.08662, -0.16699, 0.33893], [2.04503, -0.95171, -0.12922], [3.07037, -0.55824, 0.34208], [0.05946, -0.69807, -1.88600], [-1.92929, 0.27057, 0.49087], [1.47018, 1.01679, 2.51631]]}

---

--- Q ---
{"formula": "C3H5N5", "method": "wB97M-V/def2-TZVPD", "gap_ev": 8.285, "e_homo_ev": -8.3, "smiles": "[H]/N=c1/nc[nH]c(N)n1", "elements": ["H", "N", "C", "N", "C", "N", "C", "N", "N", "H", "H", "H", "H"], "positions_angstrom": [[2.57283, -1.76143, 0.76673], [2.46149, -0.73995, 0.27026], [1.20640, -0.35913, -0.12696], [1.18850, 0.95314, -0.26864], [0.11354, 1.58524, 0.02516], [-1.08263, 1.04094, 0.21615], [-0.99635, -0.26975, -0.14717], [-2.27042, -0.91715, -0.01077], [0.05385, -1.16590, -0.25694], [0.03373, 2.83260, 0.03464], [-2.05221, 1.63482, 0.24482], [-2.74858, -0.82615, 1.01021], [-2.20291, -1.81548, -0.21301]]}

---

--- R ---
{"formula": "C3H5N5", "method": "wB97M-V/def2-TZVPD", "gap_ev": 8.662, "e_homo_ev": -8.5, "smiles": "[H]/N=c1/nc[nH]n1N=C", "elements": ["H", "N", "C", "N", "C", "N", "N", "N", "C", "H", "H", "H", "H"], "positions_angstrom": [[0.68004, 2.08529, 0.69299], [-0.29556, 2.24813, 0.14576], [-0.84717, 1.06470, -0.05017], [-2.00562, 0.58051, -0.33033], [-2.01181, -0.76054, -0.08830], [-0.85646, -1.30704, 0.39566], [0.07557, -0.25670, 0.38417], [1.24924, -0.87094, -0.14698], [2.20297, 0.04149, -0.18564], [-2.90135, -1.32153, -0.34970], [-0.53503, -2.12374, -0.01655], [2.24271, 1.12966, 0.20130], [3.00248, -0.50929, -0.65221]]}

---

Ranked by calculated energy, most stable first: Q, R, P.

---

--- P ---
{"formula": "C20H55N5O5", "method": "wB97M-V/def2-TZVPD", "gap_ev": 9.243, "e_homo_ev": -8.6, "smiles": "COC[C@H](C)N.COC[C@H](C)N.COC[C@H](C)N.COC[C@H](C)N.COC[C@H](C)N", "elements": ["C", "O", "C", "C", "C", "N", "H", "H", "H", "H", "H", "H", "H", "H", "H", "H", "H", "C", "O", "C", "C", "C", "N", "H", "H", "H", "H", "H", "H", "H", "H", "H", "H", "H", "C", "O", "C", "C", "C", "N", "H", "H", "H", "H", "H", "H", "H", "H", "H", "H", "H", "C", "O", "C", "C", "C", "N", "H", "H", "H", "H", "H", "H", "H", "H", "H", "H", "H", "C", "O", "C", "C", "C", "N", "H", "H", "H", "H", "H", "H", "H", "H", "H", "H", "H"], "positions_angstrom": [[6.16868, 4.76061, 7.49117], [7.21812, 5.67054, 7.81862], [6.81832, 6.60316, 8.80823], [7.86834, 7.72371, 8.95697], [7.34065, 8.76676, 9.91803], [8.14161, 8.30416, 7.63893], [5.61652, 4.42021, 8.36954], [6.62986, 3.97108, 6.90700], [5.47946, 5.35411, 6.87658], [5.87713, 7.05850, 8.46312], [6.60102, 6.06178, 9.73645], [8.78648, 7.25860, 9.32201], [7.14868, 8.42778, 10.93530], [6.34799, 9.11610, 9.61118], [8.02411, 9.61648, 9.89791], [7.36048, 8.94526, 7.51191], [8.12146, 7.63551, 6.88071], [13.46531, 13.29883, 5.13818], [12.27234, 12.54954, 5.22748], [11.66338, 12.44590, 6.51637], [10.29984, 11.81342, 6.33329], [9.26098, 12.70827, 5.69026], [9.84838, 11.46443, 7.69653], [13.24642, 14.31930, 4.81129], [14.24243, 12.84386, 4.52792], [13.87443, 13.43822, 6.14588], [12.33844, 11.84016, 7.12726], [11.53125, 13.39985, 7.03742], [10.35764, 10.92966, 5.69406], [8.93408, 13.48286, 6.39032], [8.37359, 12.11317, 5.45531], [9.51285, 13.20186, 4.74995], [8.82754, 11.43303, 7.73791], [9.96823, 10.45372, 7.80533], [11.82508, 7.00784, 2.88522], [11.87402, 8.35066, 2.49773], [11.16718, 9.21754, 3.37732], [10.97107, 10.57762, 2.69467], [10.41069, 10.47620, 1.27971], [12.24576, 11.31258, 2.62466], [12.38621, 6.42395, 2.15967], [10.80219, 6.63949, 3.03600], [12.29790, 6.87769, 3.87166], [10.21964, 8.71620, 3.62384], [11.69516, 9.32873, 4.33236], [10.24858, 11.06179, 3.35469], [11.16787, 10.29442, 0.52643], [9.97030, 11.45533, 1.08200], [9.59682, 9.74902, 1.36320], [12.97555, 10.62181, 2.47156], [12.42373, 11.72120, 3.55195], [15.71595, 20.83608, 4.96113], [14.84388, 19.75619, 5.25399], [15.52654, 18.57394, 5.60359], [16.23712, 17.85684, 4.46872], [15.40045, 17.08627, 3.46848], [17.29149, 16.96471, 4.99674], [16.69677, 20.50446, 4.61132], [15.94751, 21.27711, 5.94207], [15.30434, 21.60680, 4.31903], [16.18319, 18.82649, 6.44760], [14.83548, 17.85314, 6.05132], [16.80046, 18.63321, 3.93243], [14.60369, 17.73420, 3.09696], [14.97196, 16.13662, 3.78358], [16.05634, 16.89149, 2.61639], [17.79188, 16.58271, 4.19888], [18.03170, 17.45060, 5.49428], [3.71666, 15.93602, 6.73849], [4.78670, 15.06679, 6.44920], [4.49494, 14.23729, 5.34154], [5.59158, 13.20513, 5.17623], [5.28993, 12.25503, 4.02508], [5.60923, 12.33169, 6.38013], [2.73046, 15.45769, 6.71081], [3.66650, 16.80294, 6.07466], [3.84246, 16.25422, 7.77383], [3.52990, 13.74472, 5.49874], [4.46635, 14.80903, 4.40160], [6.59792, 13.61599, 5.10307], [5.43666, 12.77665, 3.06875], [4.25246, 11.92412, 3.96813], [6.00051, 11.43485, 3.93418], [5.37805, 12.92057, 7.17825], [4.88979, 11.61777, 6.38617]]}

---

--- Q ---
{"formula": "C20H55N5O5", "method": "wB97M-V/def2-TZVPD", "gap_ev": 9.626, "e_homo_ev": -9.3, "smiles": "COC[C@H](C)N.COC[C@H](C)N.COC[C@H](C)N.COC[C@H](C)N.COC[C@H](C)N", "elements": ["C", "O", "C", "C", "C", "N", "H", "H", "H", "H", "H", "H", "H", "H", "H", "H", "H", "C", "O", "C", "C", "C", "N", "H", "H", "H", "H", "H", "H", "H", "H", "H", "H", "H", "C", "O", "C", "C", "C", "N", "H", "H", "H", "H", "H", "H", "H", "H", "H", "H", "H", "C", "O", "C", "C", "C", "N", "H", "H", "H", "H", "H", "H", "H", "H", "H", "H", "H", "C", "O", "C", "C", "C", "N", "H", "H", "H", "H", "H", "H", "H", "H", "H", "H", "H"], "positions_angstrom": [[20.23473, 15.31574, -28.86406], [19.97234, 13.94978, -29.27179], [19.78187, 13.06248, -28.15986], [19.53862, 11.59210, -28.39668], [19.68264, 10.85124, -27.11634], [20.32730, 10.91863, -29.36449], [19.28859, 15.80458, -28.63180], [20.74205, 15.83461, -29.67739], [20.76762, 15.51988, -27.93538], [20.72210, 13.04372, -27.60876], [19.03857, 13.46572, -27.47211], [18.50249, 11.54414, -28.73168], [19.29995, 9.83067, -27.12537], [19.03578, 11.41692, -26.44576], [20.67699, 10.90844, -26.67352], [21.26797, 11.28430, -29.32547], [20.19743, 11.17478, -30.33280], [22.81979, 17.72342, -19.55402], [21.42233, 18.05435, -19.61220], [20.50507, 16.92426, -19.93583], [20.43290, 16.59602, -21.39244], [19.66932, 17.64530, -22.14641], [19.68982, 15.35244, -21.47057], [23.17415, 17.47908, -20.55543], [22.80986, 16.88655, -18.85569], [23.41470, 18.50677, -19.08440], [20.82549, 16.06606, -19.34514], [19.50727, 17.11105, -19.53884], [21.40226, 16.32452, -21.81044], [20.29573, 18.48038, -22.46001], [18.80397, 18.13565, -21.70051], [19.29165, 17.19038, -23.06211], [19.13960, 15.24203, -20.63082], [20.34884, 14.62524, -21.23187], [25.72649, 10.98622, -31.67835], [25.13029, 11.89991, -30.74869], [25.34321, 13.29628, -31.14201], [26.79339, 13.91273, -30.84773], [26.59736, 15.43530, -30.69827], [27.98774, 13.56766, -31.61604], [26.79753, 11.17692, -31.61055], [25.41687, 11.19459, -32.70247], [25.36709, 9.99850, -31.38968], [25.03248, 13.42405, -32.17894], [24.67087, 13.92012, -30.55305], [27.02528, 13.58836, -29.83328], [25.90557, 15.58756, -29.86980], [26.21684, 15.96207, -31.57339], [27.53760, 15.91873, -30.43303], [28.06567, 12.56094, -31.63965], [28.74048, 13.91201, -31.03734], [10.90606, 18.09875, -21.28542], [11.04091, 16.79541, -21.87546], [12.33792, 16.67345, -22.58778], [12.38252, 15.27114, -23.25315], [13.43557, 15.20584, -24.37465], [11.11720, 15.15498, -24.03994], [11.73416, 18.75136, -21.56193], [10.87899, 18.03593, -20.19757], [9.93348, 18.55148, -21.47842], [12.52126, 17.48198, -23.29543], [13.15709, 16.81376, -21.88252], [12.50483, 14.48285, -22.51037], [13.16792, 15.75953, -25.27459], [13.49298, 14.19651, -24.78214], [14.41517, 15.41248, -23.94361], [11.05683, 16.08311, -24.43368], [10.46957, 15.18948, -23.26567], [25.98864, 11.56918, -24.93532], [25.84044, 10.19159, -24.71002], [26.51466, 9.46436, -25.68258], [26.51535, 8.03112, -25.23649], [25.35281, 7.49050, -24.45558], [27.78229, 7.70193, -24.54351], [25.58209, 12.16011, -24.11458], [25.50521, 11.89031, -25.85797], [27.07218, 11.66683, -24.86822], [25.91078, 9.67363, -26.56555], [27.51879, 9.82062, -25.91259], [26.64182, 7.42620, -26.13436], [25.35012, 6.42311, -24.23472], [24.49108, 7.78848, -25.05284], [25.27568, 7.85445, -23.43103], [27.89466, 8.50883, -23.94653], [27.66944, 6.95393, -23.87427]]}

---

--- R ---
{"formula": "C20H55N5O5", "method": "wB97M-V/def2-TZVPD", "gap_ev": 7.854, "e_homo_ev": -7.5, "smiles": "COC[C@H](C)N.COC[C@H](C)N.COC[C@H](C)N.COC[C@H](C)N.COC[C@H](C)N", "elements": ["C", "O", "C", "C", "C", "N", "H", "H", "H", "H", "H", "H", "H", "H", "H", "H", "H", "C", "O", "C", "C", "C", "N", "H", "H", "H", "H", "H", "H", "H", "H", "H", "H", "H", "C", "O", "C", "C", "C", "N", "H", "H", "H", "H", "H", "H", "H", "H", "H", "H", "H", "C", "O", "C", "C", "C", "N", "H", "H", "H", "H", "H", "H", "H", "H", "H", "H", "H", "C", "O", "C", "C", "C", "N", "H", "H", "H", "H", "H", "H", "H", "H", "H", "H", "H"], "positions_angstrom": [[-0.97208, -4.38862, 1.37205], [-2.01241, -4.22472, 2.27030], [-2.35407, -2.81698, 2.45218], [-3.90760, -2.61327, 2.73715], [-4.46384, -3.76055, 3.63665], [-4.72241, -2.36219, 1.56919], [-1.31207, -4.46727, 0.33942], [-0.31381, -5.19471, 1.69609], [-0.23974, -3.58582, 1.45753], [-1.83078, -2.43292, 3.32783], [-2.24948, -2.30671, 1.49469], [-4.04298, -1.75113, 3.39020], [-3.88023, -4.02956, 4.51707], [-4.50057, -4.66734, 3.03292], [-5.48949, -3.56543, 3.94982], [-5.65128, -2.38499, 1.96513], [-4.73699, -3.15644, 0.94545], [-2.48468, -2.73176, -1.59098], [-1.47334, -1.84110, -1.93682], [-0.84897, -2.23827, -3.09080], [0.18319, -1.29428, -3.73729], [-0.46887, 0.13277, -3.96023], [0.46559, -1.81031, -5.10801], [-3.07540, -2.45307, -0.71835], [-1.94598, -3.60878, -1.23218], [-3.32110, -2.91870, -2.26445], [-0.24027, -3.12679, -2.92314], [-1.70093, -2.53482, -3.70261], [1.09729, -1.40634, -3.15424], [-0.37196, 0.55493, -4.96048], [0.11807, 0.75018, -3.28022], [-1.52114, 0.05789, -3.68598], [1.31105, -1.28780, -5.28771], [-0.24175, -1.37829, -5.68518], [4.71851, 4.09378, -2.89957], [3.81381, 4.31723, -1.83503], [3.21144, 3.41002, -0.95153], [2.22725, 2.31512, -1.54204], [1.14282, 3.01993, -2.51607], [1.46585, 1.77240, -0.55141], [5.55853, 3.49691, -2.54430], [5.00862, 5.12777, -3.08613], [4.34671, 3.78693, -3.87717], [3.91560, 2.88741, -0.30412], [2.78583, 4.02923, -0.16190], [2.67120, 1.48525, -2.09188], [1.65117, 3.72991, -3.16845], [0.42540, 3.42043, -1.79982], [0.59998, 2.26519, -3.08509], [2.04837, 0.99627, -0.27142], [0.59173, 1.35621, -0.83915], [-0.19621, 2.52564, 0.54711], [0.00909, 3.37942, 1.69465], [1.26568, 3.15088, 2.41099], [1.13988, 3.35984, 3.96051], [2.51766, 3.47658, 4.69381], [0.30640, 2.30912, 4.65213], [0.55989, 2.80461, -0.18678], [-1.22213, 2.75438, 0.25855], [0.10581, 1.48992, 0.70258], [1.73948, 2.23053, 2.06956], [1.92940, 3.93337, 2.04316], [0.53516, 4.24376, 4.16324], [2.37489, 3.85014, 5.70780], [3.10529, 4.29241, 4.27282], [3.17527, 2.61039, 4.62054], [0.84497, 1.45506, 4.67720], [-0.46299, 2.09823, 4.03273], [0.01373, -2.98673, -0.35028], [0.17612, -2.27836, 0.83876], [1.07265, -1.19760, 0.74012], [0.50307, 0.03615, -0.04704], [-0.99699, 0.37005, 0.13121], [0.79349, -0.14849, -1.51616], [-0.40939, -2.30321, -1.08641], [-0.77301, -3.73691, -0.27042], [0.95269, -3.38702, -0.73266], [1.28213, -0.79513, 1.73120], [2.07054, -1.50956, 0.43189], [0.99562, 0.89092, 0.41649], [-1.71199, -0.42701, -0.07266], [-1.36661, 1.26594, -0.36764], [-1.14196, 0.65720, 1.17267], [1.75950, -0.36916, -1.71164], [0.06915, -0.71211, -1.93777]]}

---

Ranked by calculated energy, most stable first: P, Q, R.

---

--- P ---
{"formula": "C6H14NO", "method": "wB97M-V/def2-TZVPD", "total_charge": 1, "gap_ev": 5.375, "e_homo_ev": -13.0, "elements": ["C", "C", "C", "C", "O", "C", "C", "N", "H", "H", "H", "H", "H", "H", "H", "H", "H", "H", "H", "H", "H", "H"], "positions_angstrom": [[-2.25220, 0.91572, -0.34214], [-1.60699, 0.13850, -1.39223], [-0.34731, -0.75604, -0.95040], [2.98570, 0.43805, 0.52224], [3.76978, -0.71865, 0.81788], [1.94400, -0.03154, -0.46675], [0.64924, 0.04850, -0.17829], [-1.94236, -0.52894, 1.69266], [-3.31258, 1.01989, -0.56034], [-2.34822, 0.08908, 0.81818], [-2.30330, -0.56672, -1.84106], [-1.25524, 0.87577, -2.13607], [-0.01282, -1.24039, -1.86998], [-0.76370, -1.54625, -0.32619], [2.42908, 0.72873, 1.40747], [3.61387, 1.21840, 0.08200], [4.54866, -0.47919, 1.32595], [2.34396, -0.48899, -1.36455], [0.23279, 0.55255, 0.68831], [-1.77840, 1.86550, -0.11826], [-2.12064, -0.14241, 2.61587], [-2.47333, -1.39154, 1.57571]]}

---

--- Q ---
{"formula": "C6H14NO", "method": "wB97M-V/def2-TZVPD", "total_charge": 1, "gap_ev": 10.245, "e_homo_ev": -14.3, "elements": ["C", "C", "C", "C", "C", "C", "N", "O", "H", "H", "H", "H", "H", "H", "H", "H", "H", "H", "H", "H", "H", "H"], "positions_angstrom": [[-1.49705, -1.93213, 0.33807], [0.89409, 0.07248, 0.71947], [2.12043, -0.48728, 0.05020], [0.94169, 0.54082, 2.11599], [-1.51935, 1.26729, -1.69254], [-0.28701, 0.34648, -1.39694], [-0.15869, 0.38951, 0.02529], [-1.72004, -1.09153, 1.15576], [-0.53988, -2.52955, 0.20122], [-2.27435, -2.33549, -0.30307], [3.05967, -0.16579, 0.62100], [1.95802, -0.16523, -0.96404], [2.08335, -1.53506, 0.17464], [0.24169, 1.37254, 2.35147], [1.97617, 0.96300, 2.27529], [0.98257, -0.17926, 2.96511], [-1.68059, 1.34092, -2.81999], [-2.50649, 1.00845, -1.46678], [-1.47951, 2.26937, -1.31372], [0.63974, 0.80157, -1.86876], [-0.31197, -0.66902, -1.73758], [-0.92247, 0.71792, 0.56992]]}

---

Ranked by calculated energy, most stable first: Q, P.